[1]
The following is a DFT calculation (ωB97M-V with the def2-TZVPD basis set) of the molecule C2H4NO2P in a non-equilibrium geometry.

Positions of all 10 atoms, in Å:
C1 -0.30376 0.59265 0.13853
C2 0.23039 -0.65742 -0.38919
N1 -2.66436 0.73742 -0.50051
O1 -1.47604 1.27720 -0.56322
O2 -3.02127 0.39433 0.94262
P1 -3.13722 -0.79193 -0.15691
H1 -0.81814 0.66101 1.20157
H2 0.44398 1.48754 0.18422
H3 0.76878 -0.62401 -1.37423
H4 0.42905 -1.42305 0.22380

Results
Energy above the lowest of the compared OMol25 structures with the same formula, charge and spin: 8.162 eV
Gap between HOMO and LUMO (spin up / spin down): 7.3 / 8.4 eV
HOMO energy (spin up / spin down): -7.99 / -9.03 eV

Atomic partial charges in e from the Löwdin method, atoms 1 to 4: atom 1 (C): -0.26, atom 2 (C): 0.04, atom 3 (N): -0.40, atom 4 (O): -0.20

---

[2]
The following is a DFT calculation (ωB97M-V with the def2-TZVPD basis set) of the molecule C2H4NO2P in a non-equilibrium geometry.

Positions of all 10 atoms, in Å:
H1 2.56212 -1.39110 1.27206
N1 1.77545 -1.05436 0.82473
C1 0.76279 -0.74995 1.39216
P1 -0.63903 -0.01271 -0.04689
O1 -1.29546 -1.29821 -0.28846
C2 -1.00023 1.42848 -1.28561
O2 0.07908 0.50907 -1.42061
H2 0.22077 -1.07380 2.35217
H3 -1.83326 1.27947 -1.84692
H4 -0.63225 2.36311 -0.95264

Results
SMILES string: [H]/N=C/[P@@]1(=O)CO1
Energy above the lowest of the compared OMol25 structures with the same formula, charge and spin: 3.974 eV
Gap between HOMO and LUMO: 8.3 eV
HOMO energy: -8.84 eV

Atomic partial charges in e from the Löwdin method, atoms 1 to 4: atom 1 (H): 0.05, atom 2 (N): 0.09, atom 3 (C): -0.21, atom 4 (P): 0.70

---

[3]
The following is a DFT calculation (ωB97M-V with the def2-TZVPD basis set) of the molecule C2H4NO2P in a non-equilibrium geometry.

Positions of all 10 atoms, in Å:
C1 -0.90271 -0.06379 0.17668
C2 0.10924 1.00171 0.44227
P1 1.81122 -0.14218 -0.25584
O1 1.15260 -1.62079 -0.07495
N1 0.63929 -1.01918 -1.23196
O2 -0.69300 -0.54027 -1.10308
H1 -0.72809 -0.92293 0.89935
H2 -2.01466 0.09767 0.24870
H3 0.15941 1.74191 -0.46902
H4 0.46669 1.46786 1.36784

Results
SMILES string: C1Cp2on2O1
Energy above the lowest of the compared OMol25 structures with the same formula, charge and spin: 5.347 eV
Gap between HOMO and LUMO: 9.8 eV
HOMO energy: -9.53 eV

Atomic partial charges in e from the Löwdin method, atoms 1 to 4: atom 1 (C): -0.37, atom 2 (C): -0.22, atom 3 (P): 0.99, atom 4 (O): -0.39